one:
Computed, not measured: an isolated ion of composition C6H11N and charge +1, with ωB97M-V with the def2-TZVPD basis set.

HOMO (spin up / spin down) in Eh: -0.516 / -0.516
<S²>: 0.7658
Frontier orbital gap (spin up / spin down) in eV: 10.5 / 7.2

ORCA input file:
```
! wB97M-V def2-TZVPD RIJCOSX def2/J DEFGRID3
* xyz 1 2
C -3.4076 -0.1518 -0.6891
C -2.2083 -0.3945 0.1331
C -1.0350 0.2863 -0.0757
N 0.0574 0.0233 0.6296
C 1.3351 0.6588 0.3066
C 3.5590 -0.2797 -0.1539
C 2.5271 -0.1993 0.6622
H -4.1722 0.2514 -0.0105
H -3.2657 0.6119 -1.4418
H -3.8162 -1.0589 -1.1195
H -2.3322 -1.0803 0.9623
H -0.8246 0.9139 -0.9301
H 0.1603 -0.9185 0.9972
H 1.3851 1.6010 0.8592
H 1.4088 0.9173 -0.7511
H 3.5610 0.1064 -1.1708
H 4.4716 -0.8081 0.0829
H 2.5964 -0.4792 1.7094
*
```

Mulliken population analysis, charges in e, atoms 1 to 5: atom 1 (C): -1.16, atom 2 (C): -0.09, atom 3 (C): 0.14, atom 4 (N): -0.06, atom 5 (C): -0.45


two:
Computed, not measured: a 2-piece molecular cluster, C6H11N overall, with ωB97M-V with the def2-TZVPD basis set.

HOMO (spin up / spin down) in Eh: -0.471 / -0.471
<S²>: 0.7741
Frontier orbital gap (spin up / spin down) in eV: 7.7 / 4.7

ORCA input file:
```
! wB97M-V def2-TZVPD RIJCOSX def2/J DEFGRID3
* xyz 1 2
C -1.2451 2.9026 -0.7617
C -1.5610 3.2182 -2.0644
C -0.7359 0.5978 -0.6457
N -0.5345 1.8199 -0.4463
H -1.5031 3.5679 0.0536
H -1.2423 2.6028 -2.8953
H -2.1881 4.0760 -2.2571
H 0.0462 -0.1553 -0.5534
H -1.7116 0.1931 -0.9117
C 0.5812 -2.6547 1.9263
C 1.0749 -2.1472 0.6045
C 2.1385 -1.3729 0.4679
H 0.2435 -3.6871 1.8773
H 1.3582 -2.6284 2.6897
H -0.2402 -2.0362 2.2945
H 0.3790 -2.3246 -0.2133
H 2.4151 -0.9307 -0.4808
H 2.7253 -1.0410 1.3159
*
```

Mulliken population analysis, charges in e, atoms 1 to 5: atom 1 (C): 0.18, atom 2 (C): -0.56, atom 3 (C): 0.19, atom 4 (N): -0.10, atom 5 (H): 0.37


three:
Computed, not measured: an isolated ion of composition C6H11N and charge +1, with ωB97M-V with the def2-TZVPD basis set.

HOMO (spin up / spin down) in Eh: -0.494 / -0.520
<S²>: 0.7622
Frontier orbital gap (spin up / spin down) in eV: 9.0 / 7.7

ORCA input file:
```
! wB97M-V def2-TZVPD RIJCOSX def2/J DEFGRID3
* xyz 1 2
C 0.0887 -1.4694 -2.7563
N -0.1812 -1.6635 0.4022
C 0.2004 -0.5442 -0.3065
C 0.6111 -0.6099 -1.6116
C -0.1950 2.2463 2.3237
C -0.2959 0.9812 1.5969
C 0.1648 0.7285 0.3330
H 0.8549 -1.5291 -3.5905
H -0.8078 -0.9773 -3.1158
H -0.1120 -2.5636 -2.4213
H -0.6106 -1.6072 1.3513
H -0.1471 -2.5462 -0.0655
H 1.4053 0.0552 -1.8600
H 0.2947 3.0766 1.8907
H 0.2325 2.0255 3.3155
H -1.2108 2.5092 2.5429
H -0.7826 0.2736 2.2255
H 0.4907 1.6142 -0.2542
*
```

Mulliken population analysis, charges in e, atoms 1 to 5: atom 1 (C): -0.92, atom 2 (N): -0.31, atom 3 (C): 1.12, atom 4 (C): -0.60, atom 5 (C): -1.37


Winner for stability: three


one:
Computed, not measured: an isolated ion of composition C6H11N and charge +1, with ωB97M-V with the def2-TZVPD basis set.

HOMO (spin up / spin down) in Eh: -0.472 / -0.529
<S²>: 0.7909
Frontier orbital gap (spin up / spin down) in eV: 8.8 / 8.0

ORCA input file:
```
! wB97M-V def2-TZVPD RIJCOSX def2/J DEFGRID3
* xyz 1 2
C -0.7288 -2.0078 2.8360
N -1.3228 -1.2433 1.7495
C -0.6039 -0.3688 1.0429
C -0.7848 0.0314 -0.2578
C 0.3681 0.5433 -0.9419
C 0.5058 0.9779 -2.2407
C 1.5217 2.0119 -2.5982
H -1.4127 -2.8139 3.1002
H 0.1840 -2.4878 2.5080
H -0.5552 -1.3884 3.7194
H -2.3279 -1.3166 1.6395
H 0.2306 -0.0703 1.7330
H -1.5087 -0.1716 -1.0485
H 1.2325 0.7648 -0.2689
H -0.2835 0.6995 -2.9392
H 1.8108 2.0816 -3.6679
H 2.4449 1.7316 -2.0632
H 1.2299 3.0264 -2.3023
*
```

Mulliken population analysis, charges in e, atoms 1 to 5: atom 1 (C): -0.89, atom 2 (N): -0.13, atom 3 (C): -0.02, atom 4 (C): -0.32, atom 5 (C): 0.00


two:
Computed, not measured: an isolated ion of composition C6H11N and charge +1, with ωB97M-V with the def2-TZVPD basis set.

HOMO (spin up / spin down) in Eh: -0.511 / -0.504
<S²>: 0.7769
Frontier orbital gap (spin up / spin down) in eV: 9.5 / 6.3

ORCA input file:
```
! wB97M-V def2-TZVPD RIJCOSX def2/J DEFGRID3
* xyz 1 2
C -2.0714 1.1237 -1.4272
N -1.2093 0.0401 -1.1915
C -0.3315 -0.1040 -0.0986
C 1.0446 -0.1966 -0.3558
C 1.9860 -0.2579 0.7834
C 3.1026 -0.9476 0.6008
C -0.9375 -0.0816 1.3271
H -1.4898 2.1161 -1.4183
H -2.4668 1.1505 -2.5011
H -2.9439 1.2350 -0.7136
H -1.5461 -0.8106 -1.6590
H 1.3626 -0.6301 -1.3503
H 1.7018 0.0938 1.7359
H 3.8352 -1.0435 1.3896
H 3.3474 -1.5091 -0.3825
H -2.0454 0.2074 1.3275
H -0.5885 0.6636 2.0427
H -0.7501 -1.0491 1.8908
*
```

Mulliken population analysis, charges in e, atoms 1 to 5: atom 1 (C): -0.81, atom 2 (N): -0.09, atom 3 (C): 0.54, atom 4 (C): -0.23, atom 5 (C): 0.13


Winner for stability: one


one:
Computed, not measured: one molecule with the formula CH3NO2, with ωB97M-V with the def2-TZVPD basis set.

HOMO in Eh: -0.352
Frontier orbital gap in eV: 10.3

ORCA input file:
```
! wB97M-V def2-TZVPD RIJCOSX def2/J DEFGRID3
* xyz 0 1
O -1.1282 -0.1357 -0.0769
C -0.0269 -0.5843 0.5091
N 1.3651 0.3749 0.1994
O 0.9554 -0.9534 -0.3058
H -1.2203 -0.2915 -1.0348
H -0.1312 -0.8821 1.5162
H 1.0718 1.1215 -0.4400
*
```

Mulliken population analysis, charges in e, atoms 1 to 5: atom 1 (O): -0.46, atom 2 (C): 0.27, atom 3 (N): -0.45, atom 4 (O): -0.31, atom 5 (H): 0.35


two:
Computed, not measured: one molecule with the formula CH3NO2, with ωB97M-V with the def2-TZVPD basis set.

HOMO in Eh: -0.352
Frontier orbital gap in eV: 10.6

ORCA input file:
```
! wB97M-V def2-TZVPD RIJCOSX def2/J DEFGRID3
* xyz 0 1
O -1.3118 1.3797 -0.0591
C -0.4881 0.8814 0.6523
N 0.3673 -0.4549 -0.0982
O -0.2187 -0.4355 -1.3838
H -0.2502 1.4094 1.5961
H -0.2134 -1.2333 0.3455
H 0.3610 0.0597 -2.0338
*
```

Mulliken population analysis, charges in e, atoms 1 to 5: atom 1 (O): -0.35, atom 2 (C): 0.08, atom 3 (N): -0.29, atom 4 (O): -0.38, atom 5 (H): 0.35


Winner for stability: two